A molecular structure, C16H29Cl2N5O7SSbSeSn. Source: the Open Molecules 2025 dataset; level of theory: the ωB97M-V functional and the def2-TZVPD basis.

CARTESIAN COORDINATES (ANGSTROEM)
Sn: -1.28 -0.76 -1.20
C: -0.59 -4.66 3.18
O: -0.20 -3.48 2.48
C: -0.73 -3.19 1.28
O: -0.33 -2.17 0.73
N: -1.64 -4.04 0.78
N: -2.26 -3.94 -0.47
H: -0.03 -4.64 4.11
H: -0.32 -5.56 2.62
H: -1.66 -4.67 3.40
H: -1.93 -4.84 1.30
H: -2.89 -3.14 -0.50
H: -1.56 -3.78 -1.20
C: 5.24 -1.12 1.22
C: 4.56 -0.48 0.01
Sb: 2.42 -0.97 0.00
C: 1.88 0.42 1.61
C: 2.35 1.86 1.46
C: 1.95 0.41 -1.64
C: 3.04 1.35 -2.13
H: 6.33 -0.97 1.19
H: 5.05 -2.19 1.24
H: 4.87 -0.69 2.15
H: 4.99 -0.91 -0.90
H: 4.74 0.59 -0.01
H: 2.26 -0.02 2.53
H: 0.79 0.37 1.65
H: 3.44 1.92 1.48
H: 1.97 2.48 2.28
H: 2.00 2.29 0.52
H: 1.08 0.97 -1.29
H: 1.61 -0.22 -2.46
H: 3.42 1.99 -1.34
H: 2.67 1.98 -2.94
H: 3.88 0.77 -2.53
Se: 2.37 -4.19 -2.21
C: 0.92 -3.23 -2.29
N: -0.06 -2.58 -2.33
O: -5.29 -0.48 -1.97
S: -3.89 -0.56 -1.68
O: -3.11 -1.36 -2.68
O: -3.56 -1.22 -0.37
O: -3.22 0.78 -1.65
Cl: -1.11 0.61 -4.00
C: -2.72 0.99 -4.58
Cl: -2.71 1.38 -6.30
H: -3.09 1.84 -4.03
H: -3.34 0.12 -4.40
N: -0.28 5.04 0.17
C: -1.16 4.83 1.18
O: -1.47 5.72 1.95
C: -1.68 3.44 1.34
C: -2.66 3.22 2.30
C: -3.15 1.94 2.50
C: -2.61 0.90 1.74
N: -1.67 1.10 0.83
C: -1.24 2.34 0.61
H: 0.07 5.98 0.05
H: -0.06 4.35 -0.52
H: -3.02 4.06 2.88
H: -3.93 1.74 3.22
H: -2.95 -0.12 1.85
H: -0.48 2.41 -0.16

Calculated values
- E: -152443.8601 eV
- Spin multiplicity: 1
- Net charge: -1
- Energy relative to the best compared isomer or geometry (same formula, charge and spin): 151.2 kJ/mol
- HOMO: -0.1789 hartree

C5H8O2 in the gas phase. Source: the Open Molecules 2025 dataset; level of theory: the ωB97M-V functional and the def2-TZVPD basis.

CARTESIAN COORDINATES (ANGSTROEM)
O: 0.96 -0.05 1.64
C: 1.48 0.62 0.52
C: 0.67 0.22 -0.74
C: -0.57 -0.58 -0.28
O: -0.07 -1.85 0.35
C: -1.53 0.29 0.44
C: -2.39 1.06 0.80
H: 0.81 -0.99 1.34
H: 2.54 0.38 0.38
H: 1.42 1.70 0.71
H: 1.26 -0.43 -1.40
H: 0.37 1.09 -1.34
H: -1.10 -0.98 -1.14
H: -0.68 -2.26 0.98
H: -3.15 1.74 1.14

Calculated values
- E: -9406.6531 eV
- Spin multiplicity: 1
- Net charge: 0
- Energy relative to the best compared isomer or geometry (same formula, charge and spin): 306.7 kJ/mol
- HOMO: -0.3506 hartree
- Structure (SMILES): C#C[C@H](O)CCO

A molecular structure, C26H54Cl3CrN5O4PSi. Source: the Open Molecules 2025 dataset; level of theory: the ωB97M-V functional and the def2-TZVPD basis.

CARTESIAN COORDINATES (ANGSTROEM)
C: -2.01 -1.99 -4.04
C: -1.17 -2.65 -3.01
H: -1.89 -2.48 -5.02
H: -1.79 -0.92 -4.15
H: -3.07 -2.08 -3.74
C: -0.44 -3.76 -3.24
C: -0.40 -4.50 -4.54
H: 0.16 -4.19 -2.45
H: -0.13 -3.86 -5.39
H: -1.37 -4.98 -4.77
H: 0.35 -5.30 -4.46
Cr: -0.05 0.80 -0.62
Cl: -2.36 1.04 -0.49
Cl: 1.42 3.08 -1.65
H: 1.11 4.60 3.22
H: -1.28 5.96 2.21
C: 1.27 4.53 2.13
C: -0.75 5.70 1.28
N: 0.00 4.46 1.42
H: 1.88 3.64 1.91
C: -0.45 3.32 0.91
O: 0.23 2.26 0.85
H: -1.49 5.59 0.48
H: -1.49 3.33 0.53
H: 1.80 5.43 1.81
H: -0.06 6.52 1.03
H: 1.88 -0.96 -3.54
H: 2.56 -3.46 -2.39
C: 2.79 -0.68 -3.00
C: 3.33 -2.84 -1.91
N: 2.89 -1.46 -1.77
H: 2.77 0.38 -2.75
C: 2.48 -0.94 -0.60
O: 2.05 0.24 -0.50
H: 3.58 -3.26 -0.92
H: 2.56 -1.61 0.28
H: 3.66 -0.93 -3.62
H: 4.22 -2.86 -2.56
O: -0.04 -1.11 -1.63
C: -1.13 -1.93 -1.66
C: 0.18 -3.45 -0.15
C: -1.05 -2.90 -0.48
H: 1.07 -3.04 -0.64
C: 0.24 -4.55 0.71
H: -2.05 -1.34 -1.56
C: -2.19 -3.25 0.24
H: 1.20 -5.04 0.88
C: -0.94 -5.01 1.33
C: -2.14 -4.31 1.14
H: -3.11 -2.69 0.04
H: -0.90 -5.87 2.00
H: -3.03 -4.62 1.68
Si: 0.00 3.17 -3.40
Cl: -0.32 1.04 -3.00
C: 1.56 3.77 -4.40
C: -1.33 4.05 -2.39
C: -1.01 3.16 -5.09
H: 2.33 2.99 -4.41
H: 1.99 4.67 -3.96
H: 1.31 4.00 -5.45
H: -0.43 2.66 -5.88
H: -1.22 4.18 -5.44
H: -1.95 2.62 -4.98
H: -1.87 3.36 -1.74
H: -2.06 4.47 -3.09
H: -0.95 4.87 -1.78
C: -1.04 2.00 4.14
N: -1.35 0.83 3.34
C: -2.70 0.79 2.78
P: -0.17 -0.21 2.79
O: -0.09 -0.43 1.31
N: 1.23 0.41 3.48
C: 2.47 0.61 2.73
C: 1.44 0.24 4.92
N: -0.47 -1.62 3.64
C: 0.45 -2.74 3.58
C: -1.68 -1.87 4.42
H: -1.75 2.80 3.89
H: -0.02 2.36 3.92
H: -1.12 1.80 5.21
H: -3.07 1.82 2.71
H: -2.70 0.38 1.76
H: -3.37 0.21 3.43
H: 2.96 1.53 3.08
H: 3.15 -0.24 2.92
H: 2.27 0.68 1.65
H: 1.51 1.21 5.42
H: 0.63 -0.35 5.38
H: 2.39 -0.29 5.10
H: 0.89 -2.94 4.57
H: -0.07 -3.65 3.25
H: 1.26 -2.53 2.87
H: -2.11 -0.93 4.78
H: -2.45 -2.41 3.83
H: -1.45 -2.50 5.30

Calculated values
- E: -126639.1442 eV
- Spin multiplicity: 4
- Net charge: 0
- Expectation value of S²: 3.85
- HOMO (alpha / beta): -0.2829 / -0.2831 hartree

A gas-phase ion, C5H10N3S (charge +1). Source: the Open Molecules 2025 dataset; level of theory: the ωB97M-V functional and the def2-TZVPD basis.

CARTESIAN COORDINATES (ANGSTROEM)
C: -1.04 0.36 0.71
C: -0.20 1.38 0.12
C: 2.07 0.71 0.57
C: -1.88 -1.88 0.96
C: 1.96 -1.38 -1.21
N: -1.00 -0.87 0.38
N: 1.12 1.43 -0.10
N: -0.78 2.60 -0.08
S: 2.67 -0.75 0.31
H: -1.83 0.80 1.31
H: -1.31 -2.85 1.06
H: -2.28 -1.52 1.83
H: -2.67 -1.86 0.26
H: 1.74 -2.48 -1.13
H: 2.91 -1.20 -1.83
H: 1.24 -0.73 -1.79
H: 1.33 2.28 -0.73
H: -1.78 2.56 -0.09
H: -0.27 3.38 -0.54

Calculated values
- E: -20641.7712 eV
- Spin multiplicity: 1
- Net charge: +1
- Energy relative to the best compared isomer or geometry (same formula, charge and spin): 395.1 kJ/mol
- HOMO (alpha / beta): -0.4364 / -0.4364 hartree

A molecular structure, C20H22MoN8O2S2. Source: the Open Molecules 2025 dataset; level of theory: the ωB97M-V functional and the def2-TZVPD basis.

CARTESIAN COORDINATES (ANGSTROEM)
Mo: -0.64 -0.58 0.16
C: -0.33 4.15 -3.78
C: 0.93 3.37 -3.44
N: 0.95 2.91 -2.04
C: 0.26 1.87 -1.61
S: 0.34 1.53 0.14
N: -0.44 1.14 -2.44
N: -1.08 0.11 -1.78
C: -1.90 -0.60 -2.49
C: -2.10 -0.37 -3.94
C: -2.70 -1.56 -1.69
C: -3.67 -2.38 -2.22
C: -4.44 -3.16 -1.35
C: -4.22 -3.09 0.01
C: -3.21 -2.26 0.47
N: -2.47 -1.53 -0.36
H: -0.31 4.41 -4.84
H: -0.40 5.07 -3.20
H: -1.22 3.55 -3.59
H: 1.82 3.99 -3.56
H: 1.05 2.50 -4.07
H: 1.46 3.45 -1.36
H: -2.49 0.64 -4.09
H: -2.78 -1.09 -4.38
H: -1.14 -0.41 -4.44
H: -3.85 -2.41 -3.28
H: -5.21 -3.80 -1.75
H: -4.82 -3.66 0.71
H: -2.98 -2.19 1.53
N: 0.71 -8.62 0.85
C: 0.77 -7.29 0.69
C: -0.14 -6.64 -0.18
C: -0.09 -5.28 -0.34
C: 0.88 -4.54 0.35
C: 1.80 -5.17 1.21
C: 1.74 -6.53 1.38
S: 0.90 -2.87 0.30
O: 2.19 -2.32 0.60
O: 0.21 -2.33 -0.92
N: -0.25 -2.24 1.35
C: 0.10 -1.44 2.44
N: 0.90 -1.75 3.43
C: 1.04 -0.81 4.36
C: 0.40 0.43 4.30
C: -0.36 0.70 3.20
N: -0.52 -0.25 2.26
H: 0.04 -9.18 0.36
H: 1.36 -9.10 1.46
H: -0.86 -7.23 -0.74
H: -0.77 -4.79 -1.02
H: 2.55 -4.59 1.73
H: 2.45 -7.03 2.02
H: 1.69 -1.06 5.19
H: 0.53 1.16 5.08
H: -0.87 1.65 3.04

Calculated values
- E: -60624.9269 eV
- Spin multiplicity: 1
- Net charge: +2
- HOMO: -0.4971 hartree

A molecular structure, C22H16AsF6MoN3O2. Source: the Open Molecules 2025 dataset; level of theory: the ωB97M-V functional and the def2-TZVPD basis.

CARTESIAN COORDINATES (ANGSTROEM)
Mo: 0.30 0.57 -0.49
C: 0.68 0.43 -4.02
C: 0.44 -0.92 -3.81
C: 0.95 -1.57 -2.70
C: 1.73 -0.85 -1.75
C: 2.06 0.51 -2.02
C: 1.51 1.14 -3.15
H: 0.33 0.91 -4.92
H: -0.11 -1.49 -4.55
H: 0.83 -2.64 -2.58
H: 2.40 -1.44 -1.11
H: 2.98 0.93 -1.60
H: 1.82 2.15 -3.41
O: -1.13 -2.88 4.32
C: -2.06 -3.05 5.04
O: -2.86 -3.27 5.79
C: -0.75 -2.19 3.13
C: 0.46 -1.50 3.16
C: 0.83 -0.79 2.01
N: 0.06 -0.84 0.88
C: -1.11 -1.52 0.87
C: -1.56 -2.21 2.00
C: -1.87 -1.38 -0.37
C: -2.96 -2.18 -0.73
C: -3.66 -1.90 -1.89
C: -3.28 -0.80 -2.65
C: -2.16 -0.08 -2.26
N: -1.45 -0.37 -1.18
C: 1.91 0.19 1.94
C: 2.92 0.34 2.89
C: 3.81 1.40 2.79
C: 3.65 2.30 1.74
C: 2.66 2.07 0.81
N: 1.81 1.03 0.88
H: 1.06 -1.47 4.05
H: -2.52 -2.71 1.99
H: -3.26 -3.01 -0.11
H: -4.50 -2.51 -2.19
H: -3.85 -0.51 -3.52
H: -1.83 0.78 -2.84
H: 3.03 -0.37 3.70
H: 4.60 1.53 3.51
H: 4.30 3.15 1.64
H: 2.52 2.74 -0.04
F: -1.09 1.54 0.91
As: -1.38 3.42 0.15
F: 0.13 3.64 0.99
F: -0.09 2.63 -1.22
F: -1.40 4.86 -0.67
F: -2.48 2.51 -0.83
F: -2.40 3.67 1.44

Calculated values
- E: -110612.9353 eV
- Spin multiplicity: 4
- Net charge: +3
- Expectation value of S²: 3.78
- HOMO (alpha / beta): -0.6346 / -0.6792 hartree

A molecular structure, C7H14I2InLiO. Source: the Open Molecules 2025 dataset; level of theory: the ωB97M-V functional and the def2-TZVPD basis.

CARTESIAN COORDINATES (ANGSTROEM)
C: 3.43 0.23 1.54
O: 3.39 -0.65 0.44
C: 2.09 -0.68 -0.17
C: 2.01 -0.03 -1.52
C: 0.81 0.92 -1.48
In: -0.77 -0.03 -0.23
C: -2.68 1.13 -0.19
I: -2.54 3.21 -0.60
C: -3.85 0.56 0.10
C: -3.95 -0.91 0.40
I: -5.69 1.62 0.19
H: 2.83 -0.14 2.37
H: 3.07 1.22 1.28
H: 4.45 0.33 1.89
H: 1.42 -0.19 0.53
H: 1.89 -1.76 -0.31
H: 1.98 -0.75 -2.33
H: 2.95 0.50 -1.68
H: 0.41 1.05 -2.48
H: 1.08 1.92 -1.17
H: -1.02 -1.75 -0.64
H: -0.17 -0.03 1.49
H: -3.42 -1.16 1.32
H: -4.99 -1.20 0.44
H: -3.49 -1.45 -0.41
Li: 0.75 -1.98 1.23

Calculated values
- E: -31109.3392 eV
- Spin multiplicity: 1
- Net charge: 0
- Energy relative to the best compared isomer or geometry (same formula, charge and spin): 38.2 kJ/mol
- HOMO: -0.2949 hartree

C19H23NO5 in the gas phase. Source: the Open Molecules 2025 dataset; level of theory: the ωB97M-V functional and the def2-TZVPD basis.

CARTESIAN COORDINATES (ANGSTROEM)
C: -0.22 -0.71 -5.16
C: -1.15 -0.54 -3.97
N: -0.58 -1.17 -2.79
C: -0.67 -0.50 -1.61
C: -0.01 -0.82 -0.44
C: -0.54 -0.45 0.94
C: -0.20 -1.47 2.04
C: -1.03 -1.48 3.17
C: -0.71 -2.29 4.25
C: 0.40 -3.14 4.18
C: 1.16 -3.20 3.01
C: 0.86 -2.37 1.93
C: 0.19 -2.39 -2.92
C: 0.00 -2.98 -4.31
O: 0.23 -2.05 -5.36
H: -0.72 -0.43 -6.10
H: 0.67 -0.07 -5.03
H: -1.26 0.53 -3.75
H: -2.14 -0.95 -4.22
H: -1.42 0.31 -1.60
H: 0.70 -1.65 -0.47
H: -1.64 -0.53 0.82
H: -1.93 -0.86 3.17
H: -1.34 -2.26 5.15
H: 0.70 -3.74 5.05
H: 2.00 -3.90 2.91
H: 1.44 -2.43 1.01
H: 1.26 -2.19 -2.76
H: -0.12 -3.13 -2.17
H: 0.74 -3.77 -4.51
H: -1.02 -3.41 -4.40
C: 1.47 4.66 0.49
C: 0.64 3.63 1.23
C: 0.04 4.28 2.46
O: -0.39 3.16 0.33
C: -0.99 1.95 0.48
O: -2.00 1.75 -0.15
C: -0.39 0.94 1.43
C: 1.02 1.32 1.90
O: 1.72 0.61 2.60
O: 1.52 2.53 1.55
H: 1.88 4.23 -0.42
H: 0.83 5.52 0.23
H: 2.28 5.01 1.14
H: -0.61 3.60 3.03
H: 0.85 4.64 3.11
H: -0.55 5.15 2.15
H: -0.98 1.07 2.37

Calculated values
- E: -31802.7130 eV
- Spin multiplicity: 1
- Net charge: 0
- Energy relative to the best compared isomer or geometry (same formula, charge and spin): 218.9 kJ/mol
- HOMO: -0.2813 hartree
- Structure (SMILES): CC1(C)OC(=O)C([C@@H](/C=C/N2CCOCC2)c2ccccc2)C(=O)O1

> What is the formula in the fifth record?

C20H22MoN8O2S2